# 1
The following is a quantum chemistry calculation of a molecular structure, C35H27Cl5N6O3PtS in a non-equilibrium geometry, from the Open Molecules 2025 dataset.

Atoms and positions in Å:
Pt -0.09 0.22 0.06
O 0.35 1.81 3.01
C -0.37 0.79 3.66
C -1.57 0.41 2.83
C -2.71 0.03 3.52
C -3.89 -0.22 2.85
C -3.92 -0.04 1.48
C -2.75 0.30 0.85
N -1.58 0.47 1.49
H 1.07 2.09 3.60
H -0.75 1.15 4.61
H 0.24 -0.10 3.85
H -2.67 -0.03 4.60
H -4.78 -0.51 3.40
H -4.83 -0.16 0.91
H -2.73 0.44 -0.23
C 3.04 7.35 -4.69
O 3.95 6.38 -5.26
C 3.58 5.16 -5.48
C 4.54 4.33 -6.11
C 4.22 3.05 -6.43
C 2.94 2.53 -6.07
C 1.98 3.37 -5.44
C 2.29 4.65 -5.15
N 2.73 1.25 -6.40
N 1.68 0.64 -6.13
C 0.95 0.23 -5.17
C -0.45 -0.06 -5.43
C -1.29 -0.25 -4.42
C -0.84 -0.21 -3.02
O -1.64 -0.26 -2.10
C 0.64 -0.19 -2.77
N 1.08 -0.40 -1.52
C 2.39 -0.59 -1.33
C 3.32 -0.49 -2.36
C 2.89 -0.16 -3.62
C 1.52 -0.03 -3.83
H 3.62 8.26 -4.61
H 2.72 7.02 -3.71
H 2.20 7.50 -5.36
H 5.51 4.75 -6.34
H 4.92 2.40 -6.94
H 0.99 2.99 -5.22
H 1.56 5.30 -4.68
H -0.78 -0.04 -6.46
H -2.35 -0.40 -4.57
H 2.69 -0.85 -0.33
H 4.36 -0.67 -2.14
H 3.59 -0.05 -4.43
Cl 0.15 3.01 -1.49
C 1.42 2.68 -0.36
C 1.39 1.49 0.37
C 2.46 1.25 1.24
Cl 2.52 -0.25 2.10
C 3.50 2.16 1.40
Cl 4.79 1.83 2.48
C 3.49 3.35 0.67
Cl 4.76 4.48 0.86
C 2.45 3.60 -0.22
Cl 2.47 5.05 -1.16
N -3.59 -2.46 -1.56
C -2.86 -3.26 -0.76
S -1.36 -2.81 -0.15
N -3.36 -4.47 -0.45
C -4.66 -5.02 -0.62
C -5.82 -4.25 -0.68
C -7.05 -4.88 -0.80
C -7.14 -6.26 -0.83
C -5.99 -7.02 -0.75
C -4.75 -6.41 -0.64
H -3.19 -1.57 -1.80
H -4.37 -2.82 -2.08
H -2.68 -5.07 0.00
H -5.78 -3.17 -0.59
H -7.95 -4.27 -0.84
H -8.11 -6.74 -0.91
H -6.04 -8.10 -0.77
H -3.85 -7.01 -0.58

The HOMO energy is -12.2 eV. The value obtained for the energy above the lowest of the compared OMol25 structures with the same formula, charge and spin is 41.0 kcal/mol. As for the total charge: +2. For the gap between HOMO and LUMO, the calculation gives 4.7 eV.



# 2
The following is a quantum chemistry calculation of 2 unconnected molecules or ions with the total composition C17H32INO4P in a non-equilibrium geometry, from the Open Molecules 2025 dataset.

Atoms and positions in Å:
C 1.01 -3.16 3.82
O 1.40 -3.22 2.43
C 0.27 -3.41 1.56
C -0.67 -2.09 1.44
C -1.46 -2.11 0.04
C -3.06 -2.24 0.20
C -3.73 -0.99 0.93
C -3.61 0.38 0.08
C -3.42 1.68 1.01
C -1.97 2.32 0.94
N -1.67 3.50 1.51
C -0.21 3.86 1.33
C 0.37 2.34 1.38
C 1.94 2.13 1.20
C 2.40 1.92 -0.32
O 2.35 2.87 -1.12
I 3.11 -0.01 -1.09
P 0.05 1.78 3.16
O -0.83 0.50 3.24
C -0.63 1.77 0.25
H 1.54 -2.24 4.26
H 1.41 -4.05 4.42
H -0.10 -3.01 4.00
H 0.71 -3.63 0.52
H -0.39 -4.30 1.83
H -1.38 -2.08 2.35
H 0.06 -1.21 1.53
H -1.03 -2.99 -0.55
H -1.28 -1.19 -0.60
H -3.46 -2.40 -0.86
H -3.22 -3.22 0.78
H -3.30 -0.88 1.99
H -4.84 -1.25 1.07
H -4.63 0.51 -0.42
H -2.85 0.31 -0.76
H -4.26 2.46 0.87
H -3.54 1.31 2.09
H -2.34 4.07 2.04
H 0.03 4.45 0.38
H 0.07 4.37 2.32
H 2.54 2.93 1.74
H 2.22 1.14 1.73
H -0.58 2.83 3.91
H 1.32 1.42 3.76
H -0.57 0.68 -0.03
H -0.50 2.48 -0.64
C 4.65 -0.98 -6.64
C 3.32 -0.94 -5.94
O 2.61 -1.92 -5.87
C 2.90 0.38 -5.33
H 4.82 -1.98 -7.03
H 4.66 -0.27 -7.47
H 5.45 -0.74 -5.93
H 2.83 1.14 -6.10
H 3.62 0.68 -4.56
H 1.92 0.26 -4.86

The HOMO energy is -11.2 eV. As for the total charge: +1. For the gap between HOMO and LUMO, the calculation gives 6.8 eV.



# 3
The following is a quantum chemistry calculation of a molecular structure, C23H31Cl2N4O3Y in a non-equilibrium geometry, from the Open Molecules 2025 dataset.

Atoms and positions in Å:
O -1.11 0.48 -1.32
C -1.98 1.20 -2.01
C -1.31 1.71 -3.31
C -0.07 2.33 -3.17
H 0.30 2.51 -2.17
C 0.70 2.73 -4.26
H 1.66 3.19 -4.07
C 0.23 2.60 -5.56
H 0.83 2.95 -6.41
C -1.02 2.02 -5.76
H -1.38 1.91 -6.79
C -1.78 1.58 -4.65
H -2.78 1.17 -4.83
H -3.05 0.93 -2.30
C -2.94 3.33 -0.54
C -3.02 1.84 -0.74
H -3.53 3.77 0.29
H -3.27 3.76 -1.50
H -1.87 3.62 -0.37
C -3.27 0.86 0.16
C -3.82 0.91 1.59
H -2.97 -0.17 -0.13
H -4.75 1.52 1.57
H -3.12 1.37 2.30
H -4.10 -0.09 2.00
Y 0.63 -0.18 -0.18
Cl 1.75 2.17 0.16
Cl 1.29 -1.47 -2.35
H 4.37 0.39 -2.58
H 5.87 1.14 -0.90
C 3.59 0.44 -1.80
C 5.20 0.93 -0.06
N 4.18 0.02 -0.53
H 2.81 -0.29 -2.09
C 3.70 -0.83 0.39
O 2.53 -1.30 0.46
H 5.74 0.43 0.76
H 4.42 -1.06 1.19
H 3.18 1.46 -1.73
H 4.73 1.86 0.29
H -1.93 -4.74 2.61
H -0.35 -5.99 0.72
C -2.17 -3.98 1.86
C -0.98 -5.34 0.10
N -1.18 -4.05 0.77
H -2.15 -2.99 2.31
C -0.50 -3.01 0.33
O -0.73 -1.80 0.65
H -0.45 -5.15 -0.85
H 0.29 -3.20 -0.42
H -3.18 -4.21 1.47
H -1.94 -5.83 -0.08
N 3.53 1.26 5.95
C 2.61 0.82 5.37
C 1.51 0.24 4.64
C 0.52 -0.50 5.30
C -0.56 -0.96 4.56
C -0.62 -0.64 3.20
N 0.34 0.03 2.55
C 1.40 0.47 3.25
H 0.63 -0.75 6.35
H -1.35 -1.55 5.00
H -1.50 -0.93 2.61
H 2.17 1.02 2.69

The HOMO energy is -6.8 eV. The value obtained for the energy above the lowest of the compared OMol25 structures with the same formula, charge and spin is 0.9 kcal/mol. For the gap between HOMO and LUMO, the calculation gives 6.3 eV.



# 4
The following is a quantum chemistry calculation of 9 unconnected molecules or ions with the total composition C32H52N9O7 in a non-equilibrium geometry, from the Open Molecules 2025 dataset.

Atoms and positions in Å:
C 1.95 4.13 -1.92
C 1.42 2.80 -1.30
C 1.95 1.66 -2.26
C 1.64 0.30 -1.60
C 2.32 0.26 -0.29
C 1.84 1.32 0.78
N 1.78 2.66 0.08
O 1.66 3.74 0.80
C 2.77 1.48 1.93
C 0.48 0.96 1.20
C -0.12 3.02 -1.52
H 1.38 4.84 -1.36
H 1.48 4.39 -2.79
H 2.93 4.12 -1.78
H 3.01 1.77 -2.31
H 1.47 1.54 -3.33
H 1.99 -0.40 -2.40
H 0.53 0.32 -1.60
H 3.37 0.27 -0.33
H 2.20 -0.50 0.24
H 3.89 1.92 1.74
H 2.90 0.37 2.39
H 2.33 2.10 2.64
H -0.22 0.89 0.41
H 0.11 1.66 1.98
H 0.47 -0.21 1.53
H -0.48 3.09 -2.47
H -0.68 3.87 -1.06
H -0.52 2.32 -0.91
N -1.65 0.93 7.62
C -0.49 1.49 7.59
C -0.14 1.70 6.14
C -1.16 1.01 5.32
C -2.14 0.51 6.33
H -2.31 0.61 8.55
H 0.16 1.83 8.38
H 0.73 2.48 5.88
H -1.20 0.98 4.19
H -3.23 -0.03 6.36
N -1.28 -0.91 -6.82
C -1.24 -0.90 -5.36
C 0.14 -1.25 -4.96
C 0.83 -1.82 -6.20
C -0.06 -1.46 -7.42
H -2.12 -0.71 -7.43
H -2.16 -0.69 -4.92
H 0.53 -1.42 -3.87
H 1.69 -2.11 -6.30
H -0.04 -1.58 -8.40
N -4.26 2.06 -0.50
C -3.39 1.02 -0.88
C -2.88 1.38 -2.29
C -3.40 2.75 -2.62
C -4.27 3.12 -1.40
H -4.34 2.10 0.42
H -3.30 0.23 -0.28
H -2.47 0.77 -3.16
H -3.07 3.49 -3.56
H -4.86 3.92 -1.25
N -5.97 2.81 2.27
C -5.94 1.49 2.52
C -4.64 1.09 2.74
C -3.66 2.35 2.63
C -4.73 3.34 2.25
H -7.01 3.11 2.13
H -6.79 0.94 2.54
H -4.45 0.03 3.03
H -2.63 2.72 2.54
H -4.56 4.35 2.09
N 6.64 -2.70 -2.08
C 6.21 -2.82 -3.37
C 4.64 -2.96 -3.31
C 4.31 -2.72 -1.81
C 5.66 -2.79 -1.06
H 7.71 -2.57 -1.86
H 6.81 -2.96 -4.24
H 3.87 -2.85 -4.05
H 3.33 -2.62 -1.60
H 5.89 -2.76 0.02
C 4.35 -4.02 3.39
N 3.61 -3.51 2.18
O 3.22 -4.38 1.40
O 3.36 -2.39 2.09
H 4.38 -3.35 4.21
H 5.35 -4.45 3.09
H 3.84 -4.89 3.56
C -2.95 -2.89 -1.66
N -1.51 -2.22 -1.61
O -1.30 -1.20 -2.15
O -0.71 -2.75 -0.87
H -3.69 -2.56 -2.22
H -3.36 -2.58 -0.64
H -2.84 -3.85 -1.69
C -0.67 -3.67 2.00
N -1.95 -3.00 1.97
O -2.88 -3.74 2.17
O -2.10 -1.76 1.83
H -0.63 -4.01 3.02
H 0.10 -3.07 1.63
H -0.82 -4.30 1.24

The HOMO energy is -9.5 eV. The value obtained for the energy above the lowest of the compared OMol25 structures with the same formula, charge and spin is 51.9 kcal/mol. As for the total charge: +1. For the gap between HOMO and LUMO, the calculation gives 3.6 eV.



# 5
The following is a quantum chemistry calculation of C4H5NO in the gas phase, from the Open Molecules 2025 dataset.

Atoms and positions in Å:
O -1.40 -1.64 -0.36
C 0.99 -1.06 -0.39
C -0.39 -0.86 0.24
C -0.61 0.64 0.34
C 0.54 1.21 -0.01
N 1.45 0.19 -0.42
H -2.11 -1.04 -0.64
H -0.23 -1.22 1.27
H -1.49 1.13 0.72
H 0.84 2.25 -0.01
H 2.37 0.42 -0.76

The HOMO energy is -8.6 eV. The value obtained for the energy above the lowest of the compared OMol25 structures with the same formula, charge and spin is 66.5 kcal/mol. For the gap between HOMO and LUMO, the calculation gives 9.2 eV.



# 6
The following is a quantum chemistry calculation of 8 unconnected molecules or ions with the total composition C38H34Br3N7O14 in a non-equilibrium geometry, from the Open Molecules 2025 dataset.

Atoms and positions in Å:
O 8.68 -8.89 8.02
N 8.87 -10.09 7.99
O 10.00 -10.60 7.79
C 7.69 -11.00 8.19
C 7.80 -12.34 7.85
C 6.67 -13.15 8.12
C 5.48 -12.63 8.59
C 5.31 -11.26 8.77
C 6.48 -10.43 8.72
H 8.59 -12.76 7.25
H 6.90 -14.16 7.83
H 4.68 -13.34 8.77
H 4.37 -10.96 9.20
H 6.39 -9.36 8.85
O 12.04 -14.15 5.32
N 12.03 -13.05 5.78
O 10.99 -12.49 6.05
C 13.32 -12.50 6.29
C 13.29 -11.35 7.01
C 14.31 -10.72 7.70
C 15.59 -11.30 7.44
C 15.73 -12.47 6.58
C 14.64 -12.97 5.95
H 12.34 -10.97 7.36
H 14.25 -9.97 8.47
H 16.48 -10.92 7.93
H 16.72 -12.88 6.43
H 14.83 -13.88 5.39
O 18.48 -12.10 8.59
N 19.27 -12.86 8.12
O 19.59 -13.88 8.75
C 19.99 -12.50 6.88
C 19.53 -11.42 6.20
C 19.99 -11.07 4.88
C 20.92 -11.99 4.32
C 21.38 -13.09 5.01
C 20.90 -13.34 6.27
H 18.91 -10.73 6.75
H 19.63 -10.19 4.38
H 21.28 -11.74 3.33
H 22.08 -13.73 4.49
H 21.24 -14.20 6.84
O 13.04 -10.63 10.56
N 13.62 -11.07 11.56
O 13.63 -10.51 12.62
C 14.57 -12.20 11.38
C 14.76 -12.96 10.19
C 15.81 -13.94 10.04
C 16.82 -14.07 11.04
C 16.67 -13.38 12.17
C 15.54 -12.50 12.38
H 14.08 -12.81 9.36
H 15.68 -14.47 9.11
H 17.63 -14.77 10.91
H 17.37 -13.59 12.97
H 15.55 -11.89 13.26
O 14.66 -13.13 -1.83
N 14.90 -13.90 -0.88
O 14.29 -14.95 -0.88
C 15.98 -13.53 0.08
C 17.05 -12.67 -0.20
C 17.95 -12.30 0.86
C 17.82 -12.90 2.11
C 16.80 -13.73 2.33
C 15.90 -14.11 1.34
H 17.07 -12.23 -1.18
H 18.69 -11.54 0.67
H 18.46 -12.58 2.92
H 16.79 -14.01 3.37
H 15.12 -14.83 1.57
O 7.48 -17.65 1.15
N 6.95 -17.88 2.23
O 5.88 -18.54 2.40
C 7.54 -17.30 3.49
C 8.86 -17.04 3.52
C 9.38 -16.31 4.61
C 8.63 -15.89 5.66
C 7.29 -16.27 5.63
C 6.75 -17.07 4.64
H 9.53 -17.10 2.68
H 10.39 -15.93 4.52
H 8.90 -15.18 6.44
H 6.71 -16.00 6.51
H 5.76 -17.49 4.64
C 19.40 -16.86 7.39
N 18.82 -16.19 6.15
O 19.57 -16.23 5.19
O 17.81 -15.52 6.16
H 19.33 -16.11 8.18
H 20.44 -17.15 7.20
H 18.84 -17.74 7.70
Br 13.02 -15.28 7.92
C 12.97 -16.92 6.66
Br 13.04 -18.69 7.55
Br 14.44 -16.60 5.26
H 12.03 -16.76 6.13

The SMILES is O=[N+]([O-])c1ccccc1.O=[N+]([O-])c1ccccc1.O=[N+]([O-])c1ccccc1.O=[N+]([O-])c1ccccc1.O=[N+]([O-])c1ccccc1.O=[N+]([O-])c1ccccc1.C[N+](=O)[O-].BrC(Br)Br. The HOMO energy is -9.5 eV. The value obtained for the energy above the lowest of the compared OMol25 structures with the same formula, charge and spin is 112.4 kcal/mol. For the gap between HOMO and LUMO, the calculation gives 8.2 eV.



# 7
The following is a quantum chemistry calculation of a gas-phase ion, C6H10O (charge +1) in a non-equilibrium geometry, from the Open Molecules 2025 dataset.

Atoms and positions in Å:
O 2.14 0.07 1.62
C 1.48 -0.76 1.05
C 1.21 -0.79 -0.42
C -0.27 -1.09 -0.69
C -1.21 -0.26 0.21
C -0.64 2.12 -0.54
C -0.80 1.15 0.45
H 1.13 -1.63 1.65
H 1.84 -1.45 -1.01
H 1.48 0.18 -0.84
H -0.49 -0.95 -1.74
H -0.51 -2.14 -0.51
H -1.17 -0.69 1.21
H -2.26 -0.21 -0.13
H -1.21 2.03 -1.46
H 0.03 2.95 -0.34
H -0.75 1.50 1.48

The spin multiplicity is 2. The HOMO energy (alpha / beta) is -13.8 / -13.8 eV. Its expectation value of S² is 0.754. The value obtained for the energy above the lowest of the compared OMol25 structures with the same formula, charge and spin is 54.3 kcal/mol. As for the total charge: +1. For the gap between HOMO and LUMO (alpha / beta), the calculation gives 8.0 / 5.0 eV.



# 8
The following is a quantum chemistry calculation of 5 unconnected molecules or ions with the total composition C15H26Cl8FNO3P in a non-equilibrium geometry, from the Open Molecules 2025 dataset.

Atoms and positions in Å:
C -1.25 3.28 0.94
C -1.32 2.14 0.57
P -1.61 0.71 -0.32
O -2.59 -0.17 0.55
C -2.46 1.00 -1.87
C -2.46 2.42 -2.45
C -1.61 2.52 -3.72
N -0.46 3.29 -3.68
O -1.97 1.96 -4.72
C -0.09 -0.25 -0.47
C 1.02 0.40 -1.25
O 1.99 -0.16 -1.59
F 0.84 1.70 -1.50
H -1.29 4.31 1.27
H -2.40 0.00 1.50
H -2.13 0.27 -2.60
H -3.49 0.74 -1.64
H -3.47 2.65 -2.76
H -2.15 3.19 -1.75
H 0.34 2.83 -4.08
H -0.24 3.65 -2.76
H -0.35 -1.18 -0.97
H 0.30 -0.44 0.52
Cl -0.58 -3.83 -1.34
C 1.12 -4.29 -1.70
C 1.70 -3.48 -2.83
Cl 0.93 -3.86 -4.39
H 1.13 -5.35 -1.93
H 1.69 -4.12 -0.79
H 2.76 -3.72 -2.93
H 1.60 -2.42 -2.66
Cl -1.90 5.46 5.24
C -0.94 6.77 4.50
C -1.69 7.45 3.39
Cl -1.93 6.38 1.98
H -0.01 6.34 4.14
H -0.72 7.49 5.28
H -1.13 8.32 3.04
H -2.68 7.78 3.71
Cl -2.88 -2.97 5.85
C -2.93 -3.07 4.08
C -1.79 -2.32 3.44
Cl -1.95 -0.54 3.68
H -3.89 -2.69 3.74
H -2.86 -4.12 3.81
H -1.77 -2.50 2.37
H -0.83 -2.61 3.86
Cl 3.95 -4.82 -0.35
C 5.64 -5.29 -0.72
C 6.20 -4.47 -1.85
Cl 5.41 -4.83 -3.41
H 5.64 -6.35 -0.96
H 6.22 -5.12 0.18
H 7.26 -4.69 -1.97
H 6.09 -3.40 -1.67

The HOMO energy is -12.7 eV. As for the total charge: +1. For the gap between HOMO and LUMO, the calculation gives 9.2 eV.



# 9
The following is a quantum chemistry calculation of 2 unconnected molecules or ions with the total composition C2H6ClN2O3P in a non-equilibrium geometry, from the Open Molecules 2025 dataset.

Atoms and positions in Å:
C 1.17 1.13 0.32
C 0.42 -1.09 -0.05
N 0.04 0.32 -0.16
N -1.04 0.79 -0.42
O -2.42 0.69 1.16
O -2.53 -1.58 -0.07
O -3.55 0.55 -1.17
P -2.66 -0.07 -0.16
Cl 4.62 0.01 -0.60
H 1.49 0.63 1.28
H 2.08 0.98 -0.25
H 0.81 2.11 0.35
H -0.21 -1.75 0.65
H 0.28 -1.54 -1.03
H 1.50 -1.17 0.14

The HOMO energy is -1.8 eV. The value obtained for the energy above the lowest of the compared OMol25 structures with the same formula, charge and spin is 0.0 kcal/mol. As for the total charge: -2. For the gap between HOMO and LUMO, the calculation gives 8.2 eV.